Here is a molecular structure, C10H24N5OV in a non-equilibrium geometry from the OMol25 dataset. Energies are from wB97M-V/def2-TZVPD.

- multiplicity = 3
- net charge = +4
- E_tot (Eh) = -1686.60527
- lowest unoccupied orbital energy (spin up / spin down) (eV) = -18.468 / -18.868
- <S²> = 2.053
- orbital gap (spin up / spin down) (hartree) = 0.2852 / 0.2753

XYZ file:
```
41
Properties=species:S:1:pos:R:3:forces:R:3
V -0.036701 -0.285413 -0.209942 -0.7401 1.3285 -0.7807
C -0.035065 -0.560158 3.127456 -0.1876 0.0423 0.1414
C -1.348015 -0.995232 2.474931 -0.1199 0.3320 -0.6727
N -1.543343 -0.269583 1.123218 -0.0440 -0.3851 0.1069
C -2.358969 -1.023893 0.119213 0.0245 0.1063 0.3167
C -2.633605 -0.184687 -1.136926 0.2798 0.0120 0.0435
N -1.409744 0.680809 -1.414959 -0.1754 -0.2285 -0.1107
C -0.908923 0.572693 -2.858420 -0.1887 0.2145 0.5237
C 0.169747 -0.501835 -2.879254 0.0766 -0.2727 -0.1303
C 1.569097 -0.017720 -2.482099 -0.0652 0.1978 0.3642
N 1.479468 0.703237 -1.147255 0.2773 -0.1269 0.0073
C 2.741280 0.712433 -0.312639 -0.3638 0.0045 -0.3365
C 2.327923 0.992317 1.132656 -0.3754 0.0449 0.1404
N 0.805092 0.939117 1.256987 0.1473 0.0087 0.2244
C 0.374697 0.841896 2.742461 0.2138 0.1574 -0.4649
H 0.777643 -1.268762 2.944763 0.0294 -0.0185 0.0010
H -0.183079 -0.572142 4.210989 0.0743 -0.0705 0.0148
H -2.227557 -0.726199 3.060556 0.0478 -0.0516 0.1528
H -1.392542 -2.061115 2.251034 -0.0105 -0.0568 0.1565
H -1.963422 0.644087 1.308604 -0.0361 0.0062 -0.0215
H -3.291354 -1.369123 0.586610 -0.0138 -0.0625 -0.0471
H -1.832600 -1.981635 -0.084581 0.0738 0.0417 -0.1217
H -3.515783 0.445576 -1.027524 0.0025 0.0376 0.0356
H -2.792445 -0.858400 -1.978115 -0.1143 0.0431 -0.0368
H -1.661033 1.650260 -1.211677 0.0486 0.0400 -0.0704
H -0.527805 1.549462 -3.160253 0.0190 -0.0167 -0.0701
H -1.768920 0.346718 -3.486237 0.0695 -0.0655 -0.1201
H 0.255656 -0.968332 -3.867803 -0.0470 0.0228 -0.0098
H -0.166297 -1.397295 -2.281619 0.0250 0.0489 0.0698
H 1.973765 0.669032 -3.227819 -0.0077 -0.0015 -0.0328
H 2.267514 -0.845840 -2.362844 0.0244 -0.0253 -0.0930
H 1.215602 1.674849 -1.331170 0.0314 0.0156 -0.0447
H 3.421327 1.462526 -0.718335 0.0875 -0.0018 0.0733
H 3.210825 -0.263204 -0.436936 0.0950 0.0102 0.0635
H 2.625104 1.983331 1.478490 0.1202 -0.0132 -0.0084
H 2.734896 0.258931 1.827855 0.0850 0.0004 -0.0244
H 0.463734 1.855816 0.950234 0.0527 0.0493 0.0353
H -0.415448 1.580388 2.886291 -0.0608 -0.0588 0.0797
H 1.237803 1.180849 3.315297 -0.0400 -0.0316 0.1000
O 1.399919 -2.789010 0.514681 0.0751 -0.0443 -0.1423
N 0.961555 -1.804763 0.304100 0.6101 -1.2331 0.6881
```
Positions in Å, forces in eV/Å.